[1]
# C9H16NO2

A gas-phase ion, C9H16NO2 (charge +1) (wB97M-V/def2-TZVPD, OMol25).

Element x y z (Å)
O: 3.26 0.94 -0.89
O: 1.23 -2.03 0.42
N: 1.63 0.41 0.65
C: 0.83 -0.80 -0.07
C: -1.25 0.69 -0.80
C: -2.54 1.20 -0.19
C: 2.04 1.23 -0.48
C: -1.35 -1.18 1.03
C: 0.77 1.13 1.61
C: 1.79 -1.68 -0.79
C: -0.66 -0.60 -0.17
C: -1.26 -0.60 -1.55
H: -2.47 1.66 0.75
H: 3.61 1.51 -1.64
H: -1.53 -0.51 1.82
H: 2.95 -1.52 -0.79
H: -2.22 -1.05 -1.82
H: -2.33 -1.53 0.71
H: -0.01 0.37 2.06
H: 1.47 -2.32 -1.66
H: 1.50 1.55 2.47
H: -0.86 -2.01 1.44
H: 2.40 -0.01 1.23
H: -3.33 0.43 -0.18
H: -0.50 -0.75 -2.31
H: 0.22 1.90 1.12
H: -0.54 1.47 -1.09
H: -2.83 2.09 -0.88

Output
E_HOMO	-13.67	eV
HOMO-LUMO gap	0.3426	Ha
energy relative to the best compared isomer or geometry (same formula, charge and spin)	149.5	kcal/mol
total charge	+1
E_tot	-15165.36392	eV
multiplicity	1

=====

[2]
# C9H16NO3S

A molecular structure, C9H16NO3S (wB97M-V/def2-TZVPD, OMol25).

Element x y z (Å)
S: -0.48 0.98 2.70
O: 2.23 1.63 2.39
O: -0.50 -0.32 0.16
O: 2.02 2.97 0.52
N: 0.05 0.92 -0.15
C: -0.88 3.06 0.84
C: 1.45 -1.30 -1.17
C: -1.82 2.54 -0.27
C: -0.88 1.61 -1.04
C: 1.68 2.27 1.47
C: -0.53 -2.67 -0.57
C: 0.05 2.00 1.40
C: 0.37 -1.47 -0.14
C: 0.99 -1.75 1.21
H: -1.02 -3.10 0.31
H: -2.66 1.88 0.27
H: 0.92 0.95 3.11
H: 0.23 -3.41 -0.90
H: -1.60 3.23 1.75
H: -0.30 3.94 0.53
H: -2.07 3.37 -0.93
H: 1.73 -2.55 1.10
H: 1.07 -0.89 -2.08
H: -1.19 -2.19 -1.21
H: -1.37 0.95 -1.67
H: 2.18 -0.69 -0.82
H: 1.80 -2.30 -1.51
H: 1.64 -1.07 1.62
H: -0.23 2.24 -1.81
H: 0.24 -2.03 1.93

Output
E_HOMO	-4.34	eV
HOMO-LUMO gap	0.2797	Ha
total charge	-1
E_tot	-28058.23670	eV
multiplicity	1

=====

[3]
# C9H16NO4

A gas-phase ion, C9H16NO4 (charge +1) (wB97M-V/def2-TZVPD, OMol25).

Element x y z (Å)
O: -0.91 -1.66 1.44
O: 1.42 0.55 -1.60
O: 3.17 -0.40 -0.62
O: -0.10 0.42 1.83
N: -1.33 0.06 -0.11
C: -0.31 -0.56 0.88
C: -2.26 -1.32 1.77
C: -1.17 1.52 -0.05
C: 1.90 -0.20 -0.81
C: 4.26 0.19 -1.37
C: 1.10 -1.09 0.21
C: -2.70 -0.36 0.54
C: -0.30 1.76 1.26
C: -1.08 -0.50 -1.47
H: 4.89 -0.53 -1.89
H: -2.81 -2.22 1.84
H: -2.37 -0.68 2.60
H: -2.11 2.22 -0.09
H: 4.81 0.83 -0.69
H: -0.64 1.99 -0.92
H: 1.76 -1.25 1.09
H: -1.12 -1.57 -1.23
H: -3.41 -0.99 -0.15
H: -3.20 0.50 0.91
H: 0.67 2.19 1.06
H: 0.92 -2.04 -0.19
H: 3.80 0.87 -2.10
H: -0.19 0.09 -1.94
H: -0.81 2.39 1.98
H: -1.89 -0.22 -2.17

Output
E_HOMO	-14.13	eV
HOMO-LUMO gap	0.4335	Ha
energy relative to the best compared isomer or geometry (same formula, charge and spin)	0.1	kcal/mol
total charge	+1
E_tot	-19264.09542	eV
multiplicity	1

=====

[4]
# C9H16O4SScTe4

A molecular structure, C9H16O4SScTe4 (wB97M-V/def2-TZVPD, OMol25).

Element x y z (Å)
Te: -1.73 2.10 2.76
Te: -0.22 -1.75 3.21
Te: -2.69 -0.37 2.84
Te: 1.37 0.11 4.23
Sc: -0.37 0.24 0.98
S: -3.24 -0.37 -1.30
O: 1.92 0.55 0.87
O: 0.73 -1.59 -0.14
O: 0.29 2.48 0.10
O: 0.16 0.53 -1.48
C: 2.75 -0.28 0.06
C: -2.10 -0.13 -0.24
C: 0.30 -1.83 -1.47
C: -0.17 1.73 -2.15
C: 1.68 2.73 -0.05
C: 2.35 1.90 1.02
C: -0.50 2.74 -1.06
C: 0.42 -0.58 -2.33
C: 2.13 -1.66 0.13
H: -1.05 1.58 -2.79
H: 1.89 3.79 0.09
H: -1.53 2.63 -0.72
H: -0.32 -0.63 -3.14
H: 2.62 -2.35 -0.56
H: 2.22 -2.03 1.15
H: 2.01 2.20 2.02
H: 3.44 1.97 0.98
H: 0.66 2.04 -2.78
H: -0.75 -2.11 -1.38
H: 1.41 -0.47 -2.78
H: 2.03 2.43 -1.04
H: -0.34 3.76 -1.41
H: 3.76 -0.30 0.47
H: 0.86 -2.66 -1.91
H: 2.78 0.11 -0.97

Output
⟨S²⟩	0.754
E_HOMO (alpha / beta)	-6.04 / -6.25	eV
HOMO-LUMO gap (alpha / beta)	0.2116 / 0.2202	Ha
energy relative to the best compared isomer or geometry (same formula, charge and spin)	0.5	kcal/mol
total charge	0
E_tot	-78490.52569	eV
multiplicity	2

=====

[5]
# C9H16O5

A single C9H16O5 molecule (wB97M-V/def2-TZVPD, OMol25).

Element x y z (Å)
O: -1.05 -1.34 -1.54
O: 2.55 -1.13 1.32
O: 0.44 1.80 1.21
O: -0.45 -0.89 1.02
O: 1.58 1.47 -1.01
C: 0.45 -1.51 0.13
C: 1.16 -1.87 -2.36
C: -2.15 0.46 1.73
C: 0.29 -1.56 -1.20
C: 1.71 -2.09 0.71
C: 0.41 1.02 -1.12
C: -0.36 1.37 0.11
C: -1.27 2.42 -0.36
C: -1.22 0.19 0.59
H: -1.10 -0.84 -2.41
H: -1.04 2.70 -1.37
H: -2.26 2.16 -0.11
H: 2.15 -2.56 -0.11
H: -1.59 0.98 2.52
H: -2.61 -0.32 2.19
H: -2.93 1.20 1.39
H: 0.41 1.33 2.06
H: 1.87 -0.35 1.50
H: -1.02 3.40 0.11
H: 1.32 -2.97 1.32
H: 0.59 -1.63 -3.31
H: 2.00 -1.14 -2.40
H: 1.86 1.95 -0.17
H: -1.80 -0.15 -0.27
H: 1.51 -2.85 -2.28

Output
E_HOMO	-8.09	eV
HOMO-LUMO gap	0.3188	Ha
energy relative to the best compared isomer or geometry (same formula, charge and spin)	21.2	kcal/mol
total charge	0
E_tot	-19824.59466	eV
multiplicity	1

=====

[6]
# C9H16OPPb

A molecular structure, C9H16OPPb (wB97M-V/def2-TZVPD, OMol25).

Element x y z (Å)
Pb: -1.13 -0.37 -1.43
P: 0.02 2.81 -0.13
O: -0.46 -0.41 0.87
C: -0.63 0.37 3.18
C: -0.47 -1.27 -3.87
C: 0.79 -0.86 1.53
C: -0.10 -2.25 -2.84
C: 0.60 -0.59 3.01
C: 0.82 -1.71 -1.88
C: -1.40 0.24 1.87
C: 0.27 -0.04 -3.72
C: 0.88 0.09 -2.42
H: 0.45 -1.52 3.60
H: 1.49 -0.13 3.43
H: 0.39 3.96 -0.87
H: 1.39 -2.22 -0.95
H: -0.72 3.69 0.74
H: 1.50 1.01 -2.14
H: -2.34 -0.38 1.97
H: -1.70 1.25 1.48
H: -0.36 1.40 3.46
H: 1.16 2.97 0.67
H: 0.87 -1.95 1.34
H: 1.55 -0.18 1.04
H: -0.57 -3.25 -2.78
H: 0.35 0.74 -4.56
H: -1.21 0.01 4.03
H: -1.44 -1.42 -4.62

Output
E_HOMO (alpha / beta)	-1.08 / 0.85	eV
HOMO-LUMO gap (alpha / beta)	0.1603 / 0.0905	Ha
total charge	-1
E_tot	-26168.11224	eV
multiplicity	1